The following is a quantum chemistry calculation of an isolated molecule of C3H6O3S at a distorted geometry, from the OMol25 dataset.

Geometry as XYZ:
```
13
Properties=species:S:1:pos:R:3:lowdin_charge:R:1
H -0.01 1.93 -1.15 0.045
H 0.28 -2.03 1.10 0.096
H -1.28 1.15 -1.98 0.086
C 1.12 -0.31 0.13 -0.303
H 1.93 -1.90 1.58 0.104
S -1.04 0.32 0.30 0.674
O 1.74 0.56 -0.38 0.095
C -1.06 1.64 -0.98 -0.139
C 1.27 -1.66 0.72 -0.037
H 1.80 -2.24 -0.05 0.101
O -1.36 0.94 1.57 -0.368
H -1.64 2.43 -0.65 0.025
O -1.75 -0.82 -0.21 -0.379
```

The highest occupied orbital energy comes out at -8.91 eV. The calculation puts the HOMO-LUMO gap at 9.135 eV. The value obtained for the energy above the lowest of the compared OMol25 structures with the same formula, charge and spin is 28.82 kcal per mole.

---

The following is a quantum chemistry calculation of a structure of composition C14H11I2NS6Ti at a distorted geometry, from the OMol25 dataset.

Geometry as XYZ:
```
35
Properties=species:S:1:pos:R:3:lowdin_charge:R:1
H 2.20 -0.53 -4.81 0.118
C 0.82 1.47 1.98 -0.878
C 4.42 -2.35 -2.23 -1.493
I 0.19 3.06 -1.07 0.307
H 1.14 0.75 2.73 -0.033
C -0.71 -1.55 -3.43 -0.006
I -1.08 2.22 2.64 0.788
C -2.58 -0.61 0.88 -0.216
C 1.40 -0.65 -4.10 -0.026
S 3.10 -2.98 -1.30 0.926
N 0.49 -0.12 -1.96 -0.054
C -3.50 -1.42 0.28 -0.394
C 3.95 2.27 -0.93 -0.382
C 3.56 -0.48 -0.65 -0.996
H 1.48 2.33 1.99 -0.056
C -1.47 -0.30 0.06 -0.336
S -3.04 -1.85 -1.31 1.066
H 3.50 2.22 -1.92 0.022
S 4.86 -0.73 -1.77 0.923
S 1.38 -1.49 0.66 0.645
H 5.03 2.16 -0.99 0.038
C -1.59 -0.92 -1.17 -0.528
H 2.26 0.67 -2.64 0.081
Ti 0.34 0.65 0.09 0.289
H -1.59 -2.16 -3.62 0.100
H -4.43 -1.79 0.68 0.071
C 2.74 -1.53 -0.41 -1.125
H 0.22 -1.99 -5.31 0.118
H 3.70 3.23 -0.48 0.038
S 3.26 1.03 0.19 0.842
C 1.44 0.01 -2.89 -0.142
S 5.23 -3.19 -3.38 0.557
C 0.29 -1.45 -4.37 -0.028
C -0.59 -0.87 -2.22 -0.288
H -2.71 -0.24 1.89 0.051
```

The highest occupied orbital energy comes out at -7.84 eV. The calculation puts the HOMO-LUMO gap at 6.604 eV. The value obtained for the energy above the lowest of the compared OMol25 structures with the same formula, charge and spin is 8.97 kcal per mole.

---

The following is a quantum chemistry calculation of a structure of composition C4H4Cl2 at a distorted geometry, from the OMol25 dataset.

Geometry as XYZ:
```
10
Properties=species:S:1:pos:R:3:lowdin_charge:R:1
H 0.38 1.20 -0.44 0.016
Cl 2.18 2.61 1.13 0.680
Cl 1.99 0.47 2.85 0.503
C 1.45 1.17 1.29 -1.306
H -1.82 0.07 -1.70 0.062
C -1.53 -0.91 -1.33 -0.108
H -2.17 -1.76 -1.83 0.108
H -0.36 -2.21 0.00 0.077
C -0.75 -1.22 -0.37 0.005
C 0.61 0.59 0.41 -0.036
```

The highest occupied orbital energy (alpha / beta) comes out at -9.29 / -9.29 eV. The calculation puts the HOMO-LUMO gap (alpha / beta) at 8.635 / 8.634 eV. The value obtained for the energy above the lowest of the compared OMol25 structures with the same formula, charge and spin is 111.39 kcal per mole.

---

The following is a quantum chemistry calculation of a structure of composition C10H17Cl2IrN at a distorted geometry, from the OMol25 dataset.

Geometry as XYZ:
```
31
Properties=species:S:1:pos:R:3:mulliken_spin:R:1
H -2.69 0.51 -2.49 0.027
C 1.26 -1.97 -2.54 0.652
H 2.94 -1.30 -1.43 0.000
H -0.21 -3.40 2.01 -0.002
C 0.78 0.40 -3.41 0.113
H -1.79 -1.06 -2.69 0.003
C -0.72 0.68 -3.35 0.023
H 0.45 -2.52 4.22 0.000
H -1.95 -3.34 2.44 -0.002
C -1.10 -1.52 2.03 0.014
H -0.78 -3.76 4.54 0.000
Ir -1.23 1.05 0.58 1.674
H 2.30 -0.98 -4.22 0.022
H 1.29 0.76 -2.51 -0.007
H -0.92 -0.98 -0.60 0.064
Cl -1.11 2.96 -0.74 0.108
H 0.45 -2.71 -2.52 -0.013
Cl 0.14 2.03 2.17 0.193
H 1.15 1.02 -4.25 -0.007
C -0.60 -2.78 4.08 0.003
H -0.84 1.77 -3.23 -0.016
N -1.36 -0.46 1.64 -0.023
H 1.88 -2.57 -0.59 0.025
C -0.97 -2.85 2.59 -0.001
C 2.12 -2.02 -1.52 1.148
H -1.13 0.45 -4.34 0.006
C 1.29 -1.06 -3.77 0.073
H 0.63 -1.45 -4.56 0.020
H -1.22 -2.04 4.60 0.000
C -1.61 -0.12 -0.83 0.880
C -1.73 -0.01 -2.35 0.024
```

The highest occupied orbital energy (alpha / beta) comes out at -5.35 / -9.24 eV. The calculation puts the HOMO-LUMO gap (alpha / beta) at 5.467 / 6.812 eV. The value obtained for the energy above the lowest of the compared OMol25 structures with the same formula, charge and spin is 29.93 kcal per mole. Its spin multiplicity is 6. As for the expectation value of S²: 8.77.

---

The following is a quantum chemistry calculation of a structure of composition C26H37Br48NO5 at a distorted geometry, from the OMol25 dataset.

Geometry as XYZ:
```
117
Properties=species:S:1:pos:R:3:lowdin_charge:R:1
H -2.26 -0.53 -6.93 0.153
Br 6.30 11.66 -2.63 0.547
C 2.68 2.36 -3.53 -0.187
C 3.17 -2.09 0.46 -1.588
Br 3.62 -3.91 -0.04 0.559
C -6.94 -2.59 9.19 -1.607
H 6.13 0.87 -6.49 0.114
H -3.33 3.23 -10.08 -0.022
Br 3.43 5.16 -1.59 0.592
H 4.09 -11.26 8.42 -0.024
Br -7.63 2.28 -2.46 0.566
C 7.10 11.22 -4.36 -1.601
C 4.64 -2.33 -3.75 -0.116
Br 3.89 -2.84 4.63 0.556
Br 2.52 -13.07 7.69 0.539
Br 3.00 -11.77 10.61 0.537
H -5.07 10.07 3.10 -0.025
Br -2.43 -8.50 7.70 0.531
C -1.12 -4.39 9.57 -1.612
Br -6.69 8.20 3.39 0.555
H 3.15 -1.04 6.20 -0.024
Br 1.90 -0.35 4.15 0.555
H -2.27 1.31 -6.56 -0.015
C -8.05 -5.38 2.10 -1.617
H 4.89 -1.54 -2.93 0.070
H 5.30 1.29 -3.36 0.101
C 3.80 -12.21 8.88 -1.611
C -3.45 3.44 3.11 -1.579
H 7.39 12.17 -4.82 -0.025
Br -4.38 -5.85 3.84 0.524
Br -0.71 -5.29 11.25 0.556
H 3.51 2.36 -2.69 0.081
Br 1.64 -1.42 -0.52 0.571
C -2.06 0.25 -6.06 -0.243
H 6.86 1.91 -4.33 0.122
H 6.64 -0.78 -3.98 0.120
H 2.89 -2.11 1.52 -0.069
C -4.95 8.99 3.03 -1.595
H -4.45 3.04 3.30 -0.018
H 2.45 0.22 -2.75 0.074
C 4.95 3.05 -4.92 -0.207
H 5.17 -3.35 -3.50 0.101
Br -3.31 -1.18 -0.51 0.554
C -0.07 1.23 -4.86 -0.317
O -3.19 0.91 -4.16 -0.198
H -7.29 -4.63 2.32 -0.086
Br -1.70 -3.14 1.47 0.561
Br 5.82 10.36 -5.55 0.533
C -3.10 -5.00 5.03 -1.559
C -5.83 3.00 -2.54 -1.580
H 2.88 3.96 -5.21 0.116
H 5.27 3.24 -6.04 0.122
Br -0.91 -10.66 5.85 0.554
Br 5.03 7.28 -3.41 0.539
Br -7.86 -4.23 8.70 0.549
H -2.62 0.66 -3.35 0.073
H 5.18 3.97 -4.24 0.078
C -3.34 -2.15 1.17 -1.578
Br -1.48 -6.05 5.23 0.528
C 5.00 6.31 -1.73 -1.586
C 2.01 0.83 -3.67 -0.162
C 3.44 -1.02 5.14 -1.596
C 6.16 -0.92 -5.04 -0.217
C -1.24 4.69 -2.29 -1.516
Br -4.91 -3.30 1.31 0.570
Br -0.58 5.64 -3.86 0.588
H 3.00 2.14 -5.81 0.107
Br 4.70 -0.89 0.31 0.549
H 3.48 -2.54 -3.77 0.095
Br -2.16 3.05 -2.78 0.688
Br -6.28 -1.64 7.62 0.528
Br -8.03 -1.45 10.32 0.558
Br -2.44 2.05 2.20 0.542
Br 0.64 -9.26 8.30 0.537
O -0.05 2.51 -5.24 -0.060
H 2.34 0.31 -4.66 0.125
Br -2.33 5.83 -1.16 0.520
Br 8.72 10.17 -4.16 0.551
Br -4.33 8.59 1.23 0.531
Br -3.63 8.48 4.37 0.547
H 7.03 -1.26 -5.76 0.127
H -5.35 2.56 -3.43 -0.038
O 0.52 0.92 -3.52 -0.151
Br -3.66 5.03 2.01 0.504
Br -3.31 0.99 -11.17 0.562
Br 4.97 0.17 4.99 0.560
H -1.89 -4.99 9.07 -0.069
Br -1.87 -2.62 9.86 0.540
Br 0.42 -4.34 8.39 0.531
H 1.76 3.07 -3.28 0.094
N -0.60 0.07 -5.67 0.085
H -3.42 -1.41 1.97 -0.032
Br -3.90 -4.56 6.75 0.553
H -1.40 -10.69 8.30 -0.020
Br -4.76 2.46 -1.01 0.476
Br -9.23 -5.46 3.64 0.564
Br -7.11 -7.07 1.83 0.536
Br -8.98 -4.81 0.50 0.561
C -3.39 2.22 -9.67 -1.560
H 4.39 0.31 -5.80 0.106
C -1.07 -9.89 7.63 -1.584
H -0.36 4.40 -1.70 -0.023
H -6.06 -2.88 9.78 -0.028
Br -2.68 3.86 4.85 0.560
H -2.81 -4.05 4.56 -0.040
Br 5.42 -13.26 9.08 0.554
H -0.42 -0.86 -5.23 0.138
H 4.92 7.05 -0.93 -0.023
C 5.52 0.52 -5.56 -0.156
O -3.02 -0.08 -4.99 -0.189
O 5.10 -1.95 -5.11 -0.263
Br -5.08 2.10 -8.71 0.571
Br 6.64 5.32 -1.43 0.554
Br -1.87 2.00 -8.47 0.724
Br -5.82 4.93 -2.79 0.557
C 3.30 2.89 -4.95 -0.206
C 5.69 1.69 -4.38 -0.206
```

The highest occupied orbital energy comes out at -9.45 eV. The calculation puts the HOMO-LUMO gap at 8.877 eV.

---

The following is a quantum chemistry calculation of an isolated molecule of C5H12O2, from the OMol25 dataset.

Geometry as XYZ:
```
19
Properties=species:S:1:pos:R:3:lowdin_charge:R:1
H 0.18 0.03 1.77 0.106
H -2.70 -0.03 0.50 0.095
H -2.35 -1.10 -1.46 0.081
O -1.75 -0.11 0.65 -0.057
H 0.94 0.76 -1.09 0.156
O 0.76 -1.19 -0.67 -0.034
C -1.11 0.38 -0.53 -0.377
H 0.68 1.61 1.20 0.120
H -1.25 1.47 -0.58 0.141
C 2.29 0.17 1.40 -0.102
H -2.29 0.38 -2.41 0.076
H 0.26 -1.76 -0.07 0.107
H 2.49 0.37 2.46 0.071
H 3.02 0.75 0.81 0.074
C 0.40 0.14 -0.35 -0.360
H -0.91 -0.76 -2.39 0.076
C -1.69 -0.29 -1.79 -0.033
C 0.85 0.53 1.06 -0.209
H 2.48 -0.89 1.22 0.069
```

The highest occupied orbital energy comes out at -10.15 eV. The calculation puts the HOMO-LUMO gap at 10.965 eV. The value obtained for the energy above the lowest of the compared OMol25 structures with the same formula, charge and spin is 18.06 kcal per mole.

---

Number 1: E -20183.67569 eV. Number 2: E -120515.86140 eV. Number 3: E -29251.82843 eV. Number 4: E -40010.72739 eV. Number 5: E -3401313.87183 eV. Number 6: E -9474.35256 eV.